(1)
# C4H13N3O

One molecule with the formula C4H13N3O (the ωB97M-V functional and the def2-TZVPD basis, the Open Molecules 2025 dataset).

Geometry as ORCA input:
```
! RIJCOSX wB97M-V def2-TZVPD def2/J DEFGRID3
* xyz 0 1
C -1.93 0.12 -1.34
N -1.47 -0.56 -0.15
C 0.11 -0.65 0.26
C 0.92 -1.28 -0.87
O 0.14 -1.47 1.39
C 0.46 0.82 0.64
N 1.17 1.00 1.89
N 1.18 1.60 -0.34
H -2.40 1.09 -1.09
H -2.67 -0.49 -1.87
H -1.13 0.34 -2.06
H -2.12 -0.48 0.63
H 0.53 -2.27 -1.11
H 0.89 -0.67 -1.78
H 1.96 -1.40 -0.57
H -0.24 -2.31 1.10
H -0.66 1.13 0.72
H 1.25 0.09 2.37
H 0.63 1.59 2.51
H 1.25 2.55 0.01
H 2.15 1.26 -0.33
*
```

The calculation puts the energy relative to the best compared isomer or geometry (same formula, charge and spin) at 2.255 eV. The calculation puts the HOMO energy at -8.257 eV. The SMILES is CN[C@](C)(O)C(N)N.

Here is what Löwdin gives for the atomic charges, in e: number 1, C, carries -0.155; number 2, N, carries -0.085; number 3, C, carries -0.476; number 4, C, carries -0.026; number 5, O, carries -0.019; number 6, C, carries -0.437; number 7, N, carries 0.047; number 8, N, carries 0.043; number 9, H, carries 0.069; number 10, H, carries 0.068; number 11, H, carries 0.071; number 12, H, carries 0.099; number 13, H, carries 0.087; number 14, H, carries 0.072; number 15, H, carries 0.093; number 16, H, carries 0.108; number 17, H, carries 0.152; number 18, H, carries 0.066; number 19, H, carries 0.073; number 20, H, carries 0.072; number 21, H, carries 0.076

(2)
# C5H11NO

A 2-piece molecular cluster, C5H11NO overall (the ωB97M-V functional and the def2-TZVPD basis, the Open Molecules 2025 dataset).

Geometry as ORCA input:
```
! RIJCOSX wB97M-V def2-TZVPD def2/J DEFGRID3
* xyz 0 1
C 2.60 -0.04 -0.33
N 1.52 -0.66 -0.01
C 0.54 0.05 0.87
O 1.05 0.89 1.62
C -0.75 -0.15 0.42
C -1.28 -1.30 -0.38
C -1.75 0.89 0.84
H 0.92 1.49 -1.46
H 3.21 -0.39 -1.15
H 2.82 0.85 0.24
H 1.23 -1.47 -0.54
H 0.29 1.19 -1.17
H -2.08 -1.80 0.17
H -0.56 -2.08 -0.63
H -1.73 -0.97 -1.33
H -2.44 1.12 0.01
H -2.36 0.56 1.69
H -1.23 1.81 1.13
*
```

The calculation puts the energy relative to the best compared isomer or geometry (same formula, charge and spin) at 3.764 eV. The calculation puts the HOMO energy (alpha / beta) at -7.107 / -7.105 eV.

Here is what Löwdin gives for the atomic charges, in e: number 1, C, carries 0.067; number 2, N, carries 0.062; number 3, C, carries -0.548; number 4, O, carries -0.033; number 5, C, carries -0.327; number 6, C, carries -0.081; number 7, C, carries -0.072; number 8, H, carries 0.080; number 9, H, carries 0.096; number 10, H, carries 0.096; number 11, H, carries 0.132; number 12, H, carries 0.070; number 13, H, carries 0.081; number 14, H, carries 0.059; number 15, H, carries 0.080; number 16, H, carries 0.077; number 17, H, carries 0.083; number 18, H, carries 0.077

(3)
# C2H4N4

One molecule with the formula C2H4N4 (the ωB97M-V functional and the def2-TZVPD basis, the Open Molecules 2025 dataset).

Geometry as ORCA input:
```
! RIJCOSX wB97M-V def2-TZVPD def2/J DEFGRID3
* xyz 0 1
N -2.04 -0.05 -0.05
C -0.76 -0.38 -0.27
N 1.86 -0.75 -1.02
C 2.12 -0.59 0.18
N 1.49 0.57 -0.28
N 0.08 0.60 0.05
H -2.35 0.79 0.45
H -2.76 -0.71 -0.27
H 2.55 -1.05 1.06
H -0.18 1.57 0.16
*
```

The calculation puts the energy relative to the best compared isomer or geometry (same formula, charge and spin) at 5.297 eV. The calculation puts the HOMO energy at -8.559 eV.

Here is what Löwdin gives for the atomic charges, in e: number 1, N, carries 0.017; number 2, C, carries -0.222; number 3, N, carries 0.168; number 4, C, carries -0.207; number 5, N, carries -0.069; number 6, N, carries -0.083; number 7, H, carries 0.087; number 8, H, carries 0.073; number 9, H, carries 0.112; number 10, H, carries 0.124

(4)
# C11H23FFeNO2P2

C11H23FFeNO2P2 as an isolated structure (the ωB97M-V functional and the def2-TZVPD basis, the Open Molecules 2025 dataset).

Geometry as ORCA input:
```
! RIJCOSX wB97M-V def2-TZVPD def2/J DEFGRID3
* xyz 2 6
Fe 0.20 -0.63 0.73
P -1.94 -1.55 0.21
C -1.65 -0.91 -1.51
C -1.34 0.56 -1.48
N -0.50 0.93 -0.48
C -0.12 2.21 -0.36
C -0.60 3.18 -1.24
C -1.46 2.82 -2.27
C -1.82 1.48 -2.39
C 0.86 2.55 0.73
P 1.72 1.04 1.32
H -2.49 1.13 -3.18
H -0.25 4.20 -1.10
H -1.82 3.57 -2.97
H 1.62 3.26 0.37
H 0.35 3.01 1.60
H -0.72 -1.48 -1.85
H -2.52 -1.15 -2.14
H 1.89 -2.18 -0.89
O 1.05 -1.93 -1.50
H 1.27 -2.09 -2.42
H 2.12 -2.17 0.99
O 2.81 -2.14 0.20
H 3.52 -2.77 0.38
C 3.20 0.88 0.32
H 3.88 1.71 0.54
H 3.67 -0.08 0.55
H 2.93 0.88 -0.75
C 2.11 1.25 3.06
H 2.30 0.25 3.47
H 2.99 1.89 3.17
H 1.25 1.69 3.58
C -3.52 -0.86 0.75
H -4.33 -1.20 0.09
H -3.68 -1.21 1.78
H -3.46 0.23 0.75
C -2.10 -3.33 0.02
H -1.94 -3.76 1.02
H -3.10 -3.60 -0.36
H -1.31 -3.70 -0.65
F 0.95 -1.99 1.91
*
```

The calculation puts the HOMO energy (alpha / beta) at -16.001 / -16.345 eV. Its expectation value of S² is 8.76.

Here is what Löwdin gives for the atomic charges, in e: number 1, Fe, carries 0.892; number 2, P, carries 0.863; number 3, C, carries -0.263; number 4, C, carries -0.309; number 5, N, carries -0.024; number 6, C, carries -0.295; number 7, C, carries 0.023; number 8, C, carries 0.026; number 9, C, carries 0.024; number 10, C, carries -0.234; number 11, P, carries 0.857; number 12, H, carries 0.140; number 13, H, carries 0.137; number 14, H, carries 0.137; number 15, H, carries 0.118; number 16, H, carries 0.118; number 17, H, carries 0.079; number 18, H, carries 0.120; number 19, H, carries 0.018; number 20, O, carries -0.144; number 21, H, carries 0.076; number 22, H, carries 0.036; number 23, O, carries -0.090; number 24, H, carries 0.110; number 25, C, carries -0.202; number 26, H, carries 0.080; number 27, H, carries 0.045; number 28, H, carries 0.073; number 29, C, carries -0.205; number 30, H, carries 0.065; number 31, H, carries 0.078; number 32, H, carries 0.070; number 33, C, carries -0.214; number 34, H, carries 0.079; number 35, H, carries 0.069; number 36, H, carries 0.060; number 37, C, carries -0.203; number 38, H, carries 0.068; number 39, H, carries 0.078; number 40, H, carries 0.066; number 41, F, carries -0.419